Record 1
C31H40N5OOsS3 | ωB97M-V with the def2-TZVPD basis set

The HOMO-LUMO gap (alpha / beta) is 0.22497 / 0.22500 Eh. As for the spin multiplicity: 1. For the LUMO energy (alpha / beta), the calculation gives -2.68 / -2.68 eV. As for the HOMO energy (alpha / beta): -0.32351 / -0.32352 hartree. The net charge is +1. The value obtained for the molar mass is 785.13 g mol⁻¹. The electronic energy comes out at -77262.7011 eV.

Structure (XYZ):
```
81
Properties=species:S:1:pos:R:3:forces:R:3
Os 0.8500 -0.5094 1.0193 0.2915 -0.7859 -0.9236
C 6.8444 -0.3708 2.2796 0.0032 0.0030 -0.0108
C 5.5466 -0.3803 1.5467 0.0132 0.0546 -0.0185
C 5.2373 0.4111 0.4827 -0.0305 -0.0607 0.0356
C 3.9223 0.3661 -0.0390 0.0776 -0.0674 -0.1624
N 3.0484 -0.5231 0.3945 -0.2668 0.2383 0.3510
C 3.3622 -1.3405 1.4265 0.2005 0.0184 0.1123
S 2.1310 -2.3224 2.0280 -0.1483 0.1368 0.2112
N 4.5803 -1.2194 2.0133 0.0764 -0.0765 -0.1490
C 3.4709 1.3212 -1.0909 0.0125 -0.0146 0.0200
H 7.5839 0.2095 1.7351 0.0025 0.0023 0.0055
H 7.2227 -1.3847 2.4151 0.0091 0.0015 -0.0079
H 6.7131 0.0774 3.2667 -0.0035 -0.0082 0.0033
H 5.9646 1.1028 0.0854 -0.0014 0.0109 0.0109
H 4.7494 -1.7756 2.8402 0.0009 -0.0243 -0.0061
H 3.9627 1.0865 -2.0386 -0.0003 -0.0034 0.0082
H 3.7521 2.3394 -0.8187 -0.0133 0.0059 -0.0044
H 2.3923 1.2537 -1.2125 0.0026 -0.0059 -0.0060
O 0.1623 1.0486 -0.3009 -0.1637 0.0608 -0.1295
S -0.8430 2.0799 0.2031 0.0131 0.1282 0.1169
C -0.2790 3.6169 -0.5030 0.0465 -0.0028 0.0339
C 0.4124 3.6257 -1.7054 -0.0453 -0.0070 -0.0053
C 0.8250 4.8401 -2.2280 0.0100 -0.0209 -0.0266
C 0.5435 6.0231 -1.5542 -0.0121 0.0089 0.0245
C -0.1496 5.9983 -0.3532 0.0091 0.0130 -0.0133
C -0.5607 4.7860 0.1840 0.0304 -0.0011 0.0253
C -2.2936 1.8669 -0.8113 0.0117 -0.0286 0.0335
C -3.4761 2.4508 -0.3814 -0.0081 -0.0205 -0.0109
C -4.6137 2.3059 -1.1593 0.0119 -0.0199 -0.0294
C -4.5563 1.5726 -2.3385 -0.0444 0.0092 0.0111
C -3.3678 0.9795 -2.7393 0.0569 -0.0447 -0.0319
C -2.2186 1.1240 -1.9749 -0.0648 0.0308 -0.0327
H 0.6110 2.6936 -2.2185 0.0229 -0.0021 -0.0127
H 1.3599 4.8674 -3.1683 0.0039 -0.0031 0.0061
H 0.8685 6.9683 -1.9683 -0.0046 -0.0004 -0.0038
H -0.3626 6.9199 0.1714 -0.0004 0.0001 -0.0011
H -1.0856 4.7518 1.1311 0.0044 -0.0072 0.0016
H -3.5117 3.0035 0.5502 0.0074 0.0012 -0.0044
H -5.5452 2.7541 -0.8409 -0.0015 0.0014 -0.0071
H -5.4461 1.4575 -2.9433 -0.0015 -0.0040 0.0073
H -3.3273 0.3979 -3.6519 -0.0260 0.0192 -0.0006
H -1.2885 0.6557 -2.2680 0.0168 0.0316 0.0279
C -1.2841 -2.5515 0.0381 -0.2151 -0.4638 0.0277
C -1.4861 -2.2172 1.5090 0.0121 0.0503 -0.0092
C -2.9151 -2.5584 1.9156 -0.0139 -0.0247 -0.0125
C -1.1317 -0.7315 1.6653 -0.0955 -0.0698 -0.3706
H -1.4982 -3.6064 -0.1715 -0.0290 0.0319 -0.0239
H 0.8030 -2.7574 -0.0497 -0.2018 -0.3869 -0.2791
H -2.0094 -1.9543 -0.5125 0.0117 0.0456 0.0375
H -0.7933 -2.8415 2.0899 -0.0353 0.0409 0.1131
H -3.6240 -1.9231 1.3775 -0.0026 -0.0070 -0.0078
H -3.0598 -2.3834 2.9821 -0.0217 0.0067 0.0141
H -3.1670 -3.6011 1.7076 -0.0050 0.0018 0.0177
H -1.4963 -0.3105 2.6100 -0.0278 -0.1486 0.0625
H -1.7449 -0.2255 0.8950 -0.1378 0.0339 0.1690
N 0.0524 -2.2010 -0.4475 0.2647 1.2546 0.9987
C 0.2182 -1.9324 -1.8239 -0.0085 -0.2847 -0.7127
C -0.8591 -1.8627 -2.7085 0.1508 -0.0379 0.0885
C -0.6501 -1.5716 -4.0515 -0.0237 0.0179 -0.0538
C 0.6230 -1.3574 -4.5472 0.0148 -0.0494 0.0842
C 1.7012 -1.4755 -3.6767 0.0700 0.0237 -0.0898
C 1.5056 -1.7696 -2.3414 -0.1231 0.0916 0.1389
H -1.8669 -2.0467 -2.3715 -0.0107 0.0101 -0.0481
H -1.5038 -1.5325 -4.7172 0.0060 0.0131 0.0047
H 0.7791 -1.1350 -5.5937 0.0049 0.0047 0.0028
H 2.7107 -1.3460 -4.0473 -0.0023 -0.0093 -0.0015
H 2.3502 -1.8581 -1.6739 0.0870 -0.0036 0.0610
C 0.1675 -1.0478 5.5658 0.0508 -0.0077 -0.0017
N 0.3901 -0.3234 4.3246 -0.0274 -0.0280 0.0577
C 1.1449 0.7347 4.0963 0.0705 0.1981 -0.1348
S 1.5844 1.1264 2.4697 0.0048 0.2149 0.3301
N 1.5907 1.5490 5.0650 0.1143 -0.1134 0.1280
C 1.0520 1.7034 6.4102 -0.0597 0.0356 -0.0330
H -0.2103 -2.0325 5.3022 -0.0032 0.0022 -0.0019
H -0.5656 -0.5641 6.2089 0.0019 0.0020 0.0062
H 1.0994 -1.1840 6.1138 0.0047 0.0088 0.0022
H 0.1149 -0.7656 3.4461 0.0945 -0.0265 0.0102
H 2.1843 2.2870 4.7257 -0.0118 0.0182 -0.0215
H 1.3880 0.9203 7.0867 -0.0064 -0.0037 0.0026
H -0.0371 1.7273 6.3942 -0.0083 -0.0091 -0.0007
H 1.3995 2.6567 6.7991 0.0083 0.0004 -0.0028
```
Positions in Å, forces in eV/Å.

Record 2
C2H2NO2P | ωB97M-V with the def2-TZVPD basis set

The HOMO-LUMO gap (alpha / beta) is 0.30841 / 0.30825 Eh. As for the spin multiplicity: 1. For the LUMO energy (alpha / beta), the calculation gives -0.49 / -0.50 eV. As for the HOMO energy (alpha / beta): -0.32631 / -0.32675 hartree. The SMILES is Oc1conp1. The net charge is 0. The value obtained for the molar mass is 103.02 g mol⁻¹. The electronic energy comes out at -16975.2929 eV.

Structure (XYZ):
```
8
Properties=species:S:1:pos:R:3:forces:R:3
O 1.6349 0.8893 0.0413 -0.8104 2.3946 -0.2589
C 0.3689 0.4240 -0.0541 -2.1206 -0.0423 0.6207
C 0.0918 -0.9245 -0.0327 3.2158 -2.4742 -0.4853
O -1.1402 -1.3368 -0.0204 0.2202 -0.9040 0.2175
N -2.1042 -0.5109 0.0696 0.7208 5.1289 -0.3405
P -1.1126 1.4126 0.0037 -1.2597 -4.5895 0.1028
H 1.4234 1.8784 0.0707 1.4849 -1.7266 -0.0004
H 0.8381 -1.8320 -0.0782 -1.4510 2.2132 0.1441
```
Positions in Å, forces in eV/Å.

Record 3
IO10SV3 | ωB97M-V with the def2-TZVPD basis set

The HOMO-LUMO gap is 0.06084 Eh. As for the spin multiplicity: 1. For the LUMO energy, the calculation gives -5.63 eV. As for the HOMO energy: -0.26778 hartree. The net charge is 0. The value obtained for the molar mass is 471.79 g mol⁻¹. The electronic energy comes out at -116466.5699 eV.

Structure (XYZ):
```
15
Properties=species:S:1:pos:R:3:forces:R:3
O 19.9049 3.0614 15.2328 -1.1653 1.6218 0.1069
V 21.2456 2.4583 14.8378 -0.4743 -4.1685 0.2578
O 22.3407 3.5215 14.5752 0.8720 1.0139 -0.1881
O 18.8453 2.8967 17.7930 -0.4142 1.3598 0.2694
V 18.3836 1.4201 17.6364 2.1132 -4.0329 0.3832
O 17.2214 0.9228 18.6249 -0.1038 0.9418 -0.3733
O 12.5142 1.0250 20.4477 -3.7927 -0.5541 -0.6613
V 13.8140 1.2220 21.1338 5.1157 0.6149 -2.6844
O 14.7438 1.3572 19.8421 -1.1129 -0.0782 3.1589
S 19.6848 -0.2537 15.0420 -6.1988 -9.9886 -5.6599
O 19.0323 -0.2855 13.6739 1.5183 3.7355 1.7377
O 18.8433 0.2667 16.1119 -2.2742 3.3507 2.6730
O 19.6066 -1.7436 15.2350 2.7448 2.1831 1.7918
O 20.9423 0.4593 15.0858 4.2650 3.1889 -0.2088
I 20.6798 0.1227 19.0085 -1.0929 0.8119 -0.6029
```
Positions in Å, forces in eV/Å.

Record 4
C44H47FeN6O2S4 | ωB97M-V with the def2-TZVPD basis set

The HOMO-LUMO gap (alpha / beta) is 0.28818 / 0.28817 Eh. As for the spin multiplicity: 5. For the LUMO energy (alpha / beta), the calculation gives -1.84 / -1.85 eV. As for the HOMO energy (alpha / beta): -0.35578 / -0.35610 hartree. Its expectation value of S² is 6.01. The net charge is +1. The value obtained for the molar mass is 876.01 g mol⁻¹. The electronic energy comes out at -137141.2456 eV.

Structure (XYZ):
```
104
Properties=species:S:1:pos:R:3:forces:R:3
Fe 0.0905 0.8909 2.0747 -0.4965 0.9208 -0.4966
C 1.0133 0.1970 4.8172 -0.9216 -0.5175 -0.7725
C 2.1941 0.5465 3.9152 -0.1846 0.3232 0.0961
N 1.8495 1.7383 3.1367 -0.4157 0.4968 0.6910
C 1.9429 2.9643 3.9525 -0.3269 0.6366 0.4369
C 0.9240 3.3417 5.0706 0.0650 -0.9301 0.0143
S -0.8036 3.2092 4.5530 -0.2198 -0.1096 0.6244
C -1.4474 1.8412 5.6045 0.7883 0.0698 0.0683
C -1.5050 0.5145 4.8498 -0.8877 1.0919 -0.9837
N -0.3004 0.2193 4.0693 0.5085 -1.6386 0.0758
H 0.9028 0.8763 5.6261 0.1145 0.5119 0.5931
H 1.1776 -0.7758 5.2446 0.1062 -0.5438 0.2838
H 2.3390 -0.2402 3.1843 0.3563 -0.3725 0.0623
H 3.0975 0.7162 4.5409 -0.3545 -0.2836 -0.3704
H 2.5091 1.9000 2.3877 0.2061 -0.3816 -0.1348
H 1.8891 3.7888 3.2316 0.4095 -0.0564 0.2518
H 2.8846 2.9298 4.5095 0.3703 0.3647 -0.4230
H 1.1356 4.3882 5.3145 -0.0616 -0.2100 0.0084
H 1.0374 2.7493 6.0126 0.0798 0.6051 -0.8155
H -2.4643 2.1141 5.8350 -0.3329 0.1553 0.2364
H -0.9004 1.7712 6.5841 -0.3603 0.1934 -0.9908
H -2.3345 0.5903 4.0856 0.7802 -0.0932 0.7740
H -1.7949 -0.2543 5.5488 0.1343 -0.5641 0.2983
H -0.4998 -0.7282 3.6922 0.4625 0.6844 0.4137
N 0.7981 -0.4848 1.0431 0.5191 -1.2234 -0.4075
S 1.3127 -1.7061 0.3496 -1.2061 1.0194 -0.9401
N 0.7245 -2.1540 -1.0673 -0.1368 0.1558 0.8967
S 1.3874 -1.5848 -2.4511 0.0480 -3.0569 0.1917
N 2.2215 -0.4546 -2.4453 1.4233 3.3673 -0.2989
S -1.8425 1.9101 -2.1004 -0.5589 1.9753 1.5233
N -1.2062 1.9644 -0.5348 -1.5658 -0.0787 -1.4128
C -1.8226 3.5976 -2.8085 0.0025 2.3671 -0.7419
C -1.0875 3.7233 -4.0222 -1.3120 1.6978 0.8357
C -0.9837 5.0156 -4.6568 -0.4522 -1.9828 1.5929
C -1.5728 6.1227 -4.0883 0.6589 -0.7982 -1.3916
C -2.3303 6.0427 -2.9474 0.6874 -0.7109 0.9774
C -2.4398 4.8448 -2.2598 0.6298 -1.9969 -0.7248
C -3.6604 1.7117 -1.9193 -0.6925 -1.2033 2.1994
C -4.1927 0.9612 -0.8033 0.1421 0.1911 -1.6584
C -5.5872 0.8355 -0.6903 1.2137 0.3988 -0.1656
C -6.4534 1.5429 -1.5045 0.3607 0.1490 -1.4490
C -5.9462 2.2520 -2.5920 0.5069 -0.3930 1.3045
C -4.5622 2.2800 -2.7843 0.0058 1.3678 -1.0112
C 0.0220 -1.6389 -3.5828 -1.7503 0.0904 0.9811
C 0.1233 -1.8591 -4.9327 1.1701 0.6962 -1.4270
C -1.0540 -1.7258 -5.7087 1.4065 -0.7623 -0.2655
C -2.2893 -1.4464 -5.1539 1.6112 -0.0277 0.4936
C -2.3707 -1.1668 -3.7909 0.0047 -0.0056 0.1584
C -1.2129 -1.2748 -3.0150 -0.0023 -0.2234 -1.6837
C 2.3114 -3.0855 -2.9195 -0.0531 0.3854 -0.4284
C 3.6258 -2.7805 -3.2644 0.5881 -0.9329 0.0398
C 4.4803 -3.8326 -3.6244 -0.3072 0.5309 -0.3129
C 3.9869 -5.1262 -3.7308 1.6266 0.1503 0.0455
C 2.7232 -5.4118 -3.3375 -2.1136 -0.3034 0.1357
C 1.8345 -4.3860 -2.9576 0.3683 -0.7719 -0.0240
C 3.1392 -1.5755 0.3881 0.2265 -1.1272 1.0385
C 3.8622 -0.4688 -0.0651 -1.0455 0.0053 -0.0951
C 5.1889 -0.3029 0.3185 -0.7492 -0.4441 0.2015
C 5.7636 -1.1939 1.2175 0.3889 0.5683 -0.6506
C 5.0629 -2.2921 1.6226 0.7154 -0.7571 0.5313
C 3.7834 -2.5197 1.1892 -1.0326 -0.8910 0.4696
C 0.8580 -3.2192 1.2609 0.1873 0.3160 -0.7526
C 0.9701 -4.4455 0.6306 0.3386 0.2980 -0.2567
C 0.8638 -5.5820 1.3879 -0.3245 -0.2363 0.0230
C 0.5773 -5.5094 2.7495 0.2039 -0.4657 0.5832
C 0.3522 -4.2891 3.3632 -0.1107 0.8554 -0.5204
C 0.4414 -3.1286 2.5618 0.7327 -0.3204 0.7383
H -0.6734 2.8721 -4.5201 0.3258 -0.4579 0.0070
H -0.4232 5.0803 -5.5571 0.3405 0.1271 -0.5849
H -1.4216 7.0314 -4.6192 -0.0992 0.8483 -0.0712
H -2.6340 6.9739 -2.5112 -0.6447 0.0857 0.2768
H -2.9986 4.8727 -1.3324 0.1337 -0.5144 0.0180
H -3.5381 0.3893 -0.1418 -0.1520 0.2822 -0.1461
H -5.9740 0.1628 0.0286 -0.3186 -0.4168 0.8297
H -7.5244 1.4907 -1.4630 -0.2940 -0.1976 0.6054
H -6.6329 2.8399 -3.1763 0.1548 -0.0248 -0.4657
H -4.1941 2.9055 -3.5942 0.0392 -0.2052 -0.0120
H 1.1657 -1.9342 -5.4192 -1.8805 -0.3003 0.7536
H -0.9598 -1.9168 -6.7839 -0.1614 0.1791 0.4077
H -3.0770 -1.4329 -5.8475 -1.3525 0.2055 -0.3505
H -3.3369 -0.8550 -3.3773 0.4617 -0.1993 0.0852
H -1.1489 -1.0386 -1.9952 -0.5142 0.1867 1.3973
H 3.9607 -1.7465 -3.2215 -0.1128 -0.1834 0.0193
H 5.5174 -3.6673 -3.8913 -0.0739 0.2564 0.0232
H 4.6521 -5.9132 -4.0811 -0.1483 0.0831 0.1267
H 2.3690 -6.4464 -3.3816 0.0179 0.3867 0.0361
H 0.8076 -4.6686 -2.7091 0.2637 0.3958 -0.0198
H 3.2885 0.1805 -0.7249 0.6102 0.2164 0.0542
H 5.7502 0.5121 -0.0705 0.3244 0.5811 -0.2174
H 6.7828 -1.0752 1.5405 0.2140 0.1847 0.0681
H 5.5552 -3.0094 2.2759 -0.2017 0.0400 -0.0860
H 3.3147 -3.4485 1.5772 0.0315 0.8712 -0.5220
H 1.1739 -4.4836 -0.4300 0.1448 -0.0311 0.0455
H 0.9978 -6.5158 0.8721 0.0038 -0.4016 0.1884
H 0.5785 -6.4175 3.3586 -0.1112 0.2581 -0.2816
H 0.1610 -4.1959 4.4373 -0.0692 -0.1624 -0.4846
H 0.3538 -2.1268 2.9409 -0.0351 0.0980 0.3626
C -3.4654 3.5336 1.9849 0.3617 0.2445 -1.2722
O -2.8036 3.3431 0.6487 -1.5414 0.3999 -0.6799
C -1.8939 2.3979 0.5318 1.0400 0.0089 1.8121
O -1.5418 1.9764 1.6704 0.7390 -1.0015 0.2019
H -4.1854 2.7499 2.2278 0.3552 -0.1971 -0.3322
H -3.9971 4.4541 1.8177 -0.2609 0.2838 -0.0124
H -2.7416 3.6771 2.7720 0.2368 -0.1554 -0.0640
```
Positions in Å, forces in eV/Å.

Record 5
C5H10O2 | ωB97M-V with the def2-TZVPD basis set

The HOMO-LUMO gap is 0.39946 Eh. As for the spin multiplicity: 1. For the LUMO energy, the calculation gives 0.68 eV. As for the HOMO energy: -0.37430 hartree. The SMILES is CC(C)CC(=O)O. The net charge is 0. The value obtained for the molar mass is 102.13 g mol⁻¹. The electronic energy comes out at -9441.6331 eV.

Structure (XYZ):
```
17
Properties=species:S:1:pos:R:3:forces:R:3
C -0.3191 -0.8248 -1.3594 -1.5886 1.0383 -0.8753
C -0.0867 0.3691 -0.3977 -2.5740 -0.0515 0.1158
C -1.1055 1.5121 -0.7032 0.1443 -0.7879 2.1495
C -0.1243 0.0330 1.1329 0.5409 1.3439 -0.2370
C 1.0361 -0.9600 1.4342 -3.7736 -1.7027 2.9390
O 0.9329 -1.8022 2.3342 0.5713 1.6137 -1.3255
O 2.0896 -0.9093 0.6624 1.4120 0.8548 -0.3245
H -1.4034 -1.2969 -1.3597 2.1705 1.0060 0.4519
H 0.4328 -1.5610 -1.1430 0.1555 -0.6563 -0.4304
H -0.2142 -0.3674 -2.4043 0.1227 -1.0188 1.2549
H 0.8775 0.7845 -0.5255 1.1405 0.2132 -0.6210
H -0.8198 2.2005 -1.4526 0.0987 -0.0461 -1.8047
H -0.8738 2.1925 0.1365 -1.2870 -0.1504 0.2559
H -2.1744 1.1214 -0.7814 1.4228 0.8990 0.2495
H 0.1252 1.0304 1.7032 -0.2640 -1.8283 -0.9716
H -1.1649 -0.2371 1.5038 1.6225 -0.3415 -0.3762
H 2.7920 -1.2849 1.2195 0.0854 -0.3853 -0.4503
```
Positions in Å, forces in eV/Å.